# CH2F3N2

A 2-piece molecular cluster, CH2F3N2 overall at a distorted geometry (wB97M-V/def2-TZVPD, the OMol25 dataset).

The geometry in ORCA input format:
```
! wB97M-V def2-TZVPD RIJCOSX def2/J DEFGRID3
* xyz 1 1
C -0.0106 0.3561 -0.1249
N 1.2673 0.0757 0.0422
N -0.9833 -0.5764 -0.3588
F -0.3079 1.5989 -0.2157
F -2.7091 0.4108 0.5927
F -0.8929 -1.7743 0.0432
H 1.6858 -0.7893 -0.1728
H 1.9505 0.6984 0.1940
*
```

Properties
- Energy relative to the best compared isomer or geometry (same formula, charge and spin): 349.3 kJ/mol
- LUMO (spin up / spin down): -0.3813 / -0.3798 Ha
- E_tot: -447.8179 hartree